Entry 1:
{
  "formula": "C5H3N3",
  "method": "ωB97M-V with the def2-TZVPD basis set",
  "species": ["C", "C", "C", "C", "C", "H", "H", "H", "N", "N", "N"],
  "coordinates": [[0.9995, 1.9627, 1.4919], [-0.3664, -0.4849, -0.2828], [-0.2642, -1.1076, -1.5516], [-0.2714, -1.6357, -2.6266], [-1.2874, -1.1530, 0.6499], [1.7179, 2.3618, 0.7751], [0.8994, 2.3676, 2.4946], [-0.2140, -2.0653, -3.6004], [0.2747, 0.9366, 1.2513], [0.4198, 0.4994, -0.0726], [-1.9081, -1.6815, 1.4710]],
  "nbo_charge": [-0.03, 0.10, -0.07, -0.12, 0.23, 0.18, 0.19, 0.24, -0.30, -0.20, -0.24],
  "e_above_lowest_kcal_mol": 80.02,
  "e_tot_ha": -356.444543,
  "e_lumo_ev": -0.98,
  "smiles": "C#C/C(C#N)=N/N=C",
  "largest_force_ev_per_a": 1.2,
  "charge": 0
}

=====

Entry 2:
{
  "formula": "C5H3N3O",
  "method": "ωB97M-V with the def2-TZVPD basis set",
  "species": ["C", "C", "C", "C", "C", "N", "N", "N", "O", "H", "H", "H"],
  "coordinates": [[1.0800, 1.9550, -0.1039], [1.8443, -0.3035, -0.6885], [-1.3282, -0.7218, -0.5155], [0.8863, 0.7361, -0.7534], [-0.5282, -0.2609, 0.5827], [1.4345, 2.8936, 0.4751], [2.6214, -1.1371, -0.5630], [-1.9802, -1.0509, -1.4099], [-1.0503, 0.6947, 1.4171], [0.2235, 0.6342, -1.5898], [0.1752, -1.0771, 1.1033], [-1.3073, 1.4117, 0.8457]],
  "nbo_charge": [0.22, 0.24, 0.16, -0.44, 0.14, -0.24, -0.28, -0.24, -0.62, 0.29, 0.27, 0.49],
  "e_above_lowest_kcal_mol": 60.25,
  "e_tot_ha": -431.709637,
  "e_lumo_ev": [-1.69, -1.69],
  "largest_force_ev_per_a": 3.9,
  "charge": 0
}

=====

Entry 3:
{
  "formula": "C5H3NO",
  "method": "ωB97M-V with the def2-TZVPD basis set",
  "species": ["O", "C", "C", "C", "C", "C", "N", "H", "H", "H"],
  "coordinates": [[-2.5376, -0.7680, -0.1618], [-1.5099, -0.1497, -0.0029], [-0.1333, -0.7695, -0.2127], [1.0506, 0.0431, -0.0020], [2.2068, 0.3509, 0.0530], [-1.3646, 1.2731, 0.3942], [-0.8070, 2.2545, 0.6464], [-0.0946, -1.1348, -1.2429], [-0.0585, -1.6405, 0.4442], [3.2481, 0.5408, 0.0846]],
  "nbo_charge": [-0.45, 0.52, -0.58, -0.02, -0.19, 0.15, -0.21, 0.28, 0.27, 0.24],
  "e_above_lowest_kcal_mol": 50.09,
  "e_tot_ha": -322.211962,
  "e_lumo_ev": -0.61,
  "smiles": "C#CCC(=O)C#N",
  "largest_force_ev_per_a": 1.5,
  "charge": 0
}

=====

Entry 4:
{
  "formula": "C5H3NO",
  "method": "ωB97M-V with the def2-TZVPD basis set",
  "species": ["C", "C", "C", "C", "O", "N", "C", "H", "H", "H"],
  "coordinates": [[-1.2962, -1.1322, 0.0948], [-1.0457, -1.0621, 1.3461], [-0.0436, -0.1438, 0.4835], [0.8105, -0.4629, -0.5368], [1.3492, 0.6217, -1.0786], [0.9585, 1.7280, -0.3342], [0.1383, 1.2897, 0.5704], [-1.6531, -1.3828, -0.8902], [0.9888, -1.4248, -0.9967], [-0.2065, 1.9692, 1.3417]],
  "nbo_charge": [-0.26, -0.05, -0.22, 0.18, -0.28, -0.09, 0.00, 0.26, 0.22, 0.24],
  "e_above_lowest_kcal_mol": 116.68,
  "e_tot_ha": -322.105846,
  "e_lumo_ev": 0.64,
  "largest_force_ev_per_a": 1.1,
  "charge": 0
}

=====

Entry 5:
{
  "formula": "C5H3NO2",
  "method": "ωB97M-V with the def2-TZVPD basis set",
  "species": ["C", "C", "C", "C", "C", "N", "O", "O", "H", "H", "H"],
  "coordinates": [[1.4640, 0.6001, -0.7104], [1.2909, -0.6471, -0.3545], [-0.7525, -1.2795, -0.8344], [-0.5535, 0.5266, 0.8700], [0.8627, 0.4454, 0.6797], [-1.2744, -0.3888, -0.0655], [-0.8687, -2.1205, -1.6305], [-1.2298, 1.0992, 1.6776], [1.8932, 1.4199, -1.2378], [1.4536, 0.7005, 1.5504], [-2.2856, -0.3557, 0.0554]],
  "nbo_charge": [-0.20, -0.17, 0.91, 0.69, -0.48, -0.70, -0.44, -0.54, 0.24, 0.23, 0.45],
  "e_above_lowest_kcal_mol": 81.82,
  "e_tot_ha": -397.402262,
  "e_lumo_ev": [-0.63, -0.63],
  "largest_force_ev_per_a": 2.9,
  "charge": 0
}

=====

Entry 6:
{
  "formula": "C5H3NO2",
  "method": "ωB97M-V with the def2-TZVPD basis set",
  "species": ["C", "C", "C", "C", "C", "H", "H", "H", "N", "O", "O"],
  "coordinates": [[1.9718, -0.1670, 0.3966], [0.6072, 0.0755, 0.0684], [0.3856, 1.4467, 0.0535], [-0.4364, -0.7901, 0.0758], [-1.8744, -0.6015, -0.0756], [2.6620, 0.5392, 1.3548], [1.4654, 2.0421, 0.1181], [-0.2580, -1.9690, 0.4720], [-3.0806, -1.0069, 0.0888], [2.3930, -1.3323, -0.4598], [-0.6714, 2.1641, -0.2500]],
  "nbo_charge": [0.33, -0.32, 0.38, -0.09, 0.22, 0.25, 0.13, 0.29, -0.20, -0.51, -0.49],
  "e_above_lowest_kcal_mol": 157.60,
  "e_tot_ha": -397.281497,
  "e_lumo_ev": -2.77,
  "largest_force_ev_per_a": 10.6,
  "charge": 0
}

=====

Entry 7:
{
  "formula": "C5H40NO15",
  "method": "ωB97M-V with the def2-TZVPD basis set",
  "species": ["C", "O", "C", "C", "C", "C", "N", "H", "H", "H", "H", "H", "H", "H", "H", "H", "H", "H", "H", "H", "H", "O", "H", "H", "O", "H", "H", "O", "H", "H", "O", "H", "H", "O", "H", "H", "O", "H", "H", "O", "H", "H", "O", "H", "H", "O", "H", "H", "O", "H", "H", "O", "H", "H", "O", "H", "H", "O", "H", "H", "O"],
  "coordinates": [[-2.9674, 0.5778, 0.0743], [-3.8451, -0.3463, 0.6633], [-1.5415, -0.0889, 0.1602], [-1.5937, -1.3917, -0.5864], [-1.5225, -1.4191, -2.0487], [0.1001, -0.8023, -3.7664], [-0.1737, -0.9920, -2.4316], [-3.1389, 0.6149, -0.9584], [-3.0839, 1.4808, 0.6894], [-4.6892, -0.4525, 0.2601], [-1.3144, -0.0621, 1.2977], [-1.0029, 0.6686, -0.3944], [-0.7248, -2.1251, -0.2065], [-2.5942, -1.9436, -0.2499], [-1.8563, -2.2839, -2.4929], [-2.2983, -0.8529, -2.6475], [1.0924, -0.5735, -3.9892], [-0.7605, -0.6540, -4.4879], [0.4007, -0.7909, -1.5527], [-0.2735, 2.0954, -4.2891], [-0.0868, 1.9869, -2.9110], [-0.3210, 1.4403, -3.6772], [0.9017, 4.4698, -2.8860], [-0.6113, 4.3086, -2.5247], [0.1222, 3.8927, -2.8574], [-1.4355, -4.3197, -0.4465], [-2.7749, -4.5089, 0.2150], [-2.3437, -4.0874, -0.5705], [-0.0338, -0.7207, 2.9437], [-0.3193, 0.1331, 4.2283], [-0.0909, 0.1193, 3.3217], [-3.7877, -3.1751, 2.0275], [-2.9127, -2.6029, 2.9133], [-2.9055, -3.4219, 2.3328], [2.3628, 1.6975, -1.7582], [2.8779, 0.2217, -1.7218], [2.0394, 0.7674, -1.7080], [3.4364, 2.6600, 0.0163], [2.3667, 3.4170, 0.4043], [2.9612, 3.3875, -0.2595], [-1.8841, 3.8002, 0.6170], [-2.0218, 5.0001, -0.3128], [-1.5121, 4.3055, -0.0047], [3.6985, 0.7650, 0.7347], [4.9141, 0.5633, -0.3256], [4.1870, 0.2538, 0.2129], [1.6222, 0.0112, 0.2215], [2.7334, -0.8867, 0.0851], [1.8008, -0.9061, 0.2466], [-0.4859, -2.2074, 1.5210], [0.9042, -2.1269, 1.6049], [0.1575, -2.1824, 2.1989], [0.8728, 3.5180, 3.6756], [1.4604, 2.4038, 4.4876], [1.6259, 3.1400, 4.0261], [2.3548, 0.9749, 3.1580], [3.3599, 1.9195, 2.6400], [2.8681, 1.2024, 2.4550], [1.0682, -4.6536, 1.2101], [1.3906, -3.9512, -0.1293], [1.0860, -4.8310, 0.2895]],
  "nbo_charge": [-0.05, -0.75, -0.45, -0.48, -0.26, 0.17, -0.49, 0.16, 0.18, 0.48, 0.26, 0.19, 0.19, 0.32, 0.25, 0.21, 0.22, 0.25, 0.49, 0.48, 0.51, -0.95, 0.50, 0.49, -0.97, 0.48, 0.49, -0.96, 0.49, 0.47, -1.00, 0.46, 0.47, -0.93, 0.50, 0.49, -0.99, 0.45, 0.47, -0.91, 0.47, 0.48, -0.95, 0.49, 0.50, -0.98, 0.49, 0.50, -0.98, 0.47, 0.49, -0.94, 0.47, 0.46, -0.94, 0.49, 0.47, -0.96, 0.48, 0.46, -0.94],
  "e_above_lowest_kcal_mol": 175.29,
  "e_tot_ha": -1397.438565,
  "e_lumo_ev": -3.65,
  "largest_force_ev_per_a": 7.1,
  "charge": 1
}

=====

Entry 8:
{
  "formula": "C5H41N2O14",
  "method": "ωB97M-V with the def2-TZVPD basis set",
  "species": ["C", "C", "C", "C", "C", "N", "N", "H", "H", "H", "H", "H", "H", "H", "H", "H", "H", "H", "H", "H", "H", "H", "O", "H", "H", "O", "H", "H", "O", "H", "H", "O", "H", "H", "O", "H", "H", "O", "H", "H", "O", "H", "H", "O", "H", "H", "O", "H", "H", "O", "H", "H", "O", "H", "H", "O", "H", "H", "O", "H", "H", "O"],
  "coordinates": [[2.7043, 1.0399, -3.1151], [1.5545, 1.9070, -2.6530], [1.2949, 2.0203, -1.1227], [0.9697, 0.8093, -0.3320], [-0.3800, 0.3941, -0.3542], [-0.7745, -0.6915, 0.6045], [1.9917, 0.2073, 0.3240], [2.9979, 1.1226, -4.1829], [2.5017, -0.0043, -2.8066], [3.6225, 1.4361, -2.6808], [1.8157, 2.9684, -2.9637], [0.6298, 1.7208, -3.2306], [0.3061, 2.6822, -0.9958], [2.0182, 2.6401, -0.7242], [-1.3363, 0.8191, -0.5868], [-0.5460, -0.1354, 1.3874], [-1.8410, -0.9251, 0.4417], [-0.2789, -1.5322, 0.6034], [2.0518, -0.8076, 0.2790], [3.0336, 0.3617, 0.1225], [0.0492, -0.6808, -3.4613], [-1.0469, -0.5937, -2.2188], [-0.3510, -1.0671, -2.7420], [2.7503, 1.7592, 1.9702], [4.1614, 2.4437, 1.7526], [3.3110, 2.2327, 1.3907], [-3.7664, -0.3339, 0.7184], [-4.0586, -1.3272, -0.1601], [-3.8153, -1.2651, 0.6932], [0.1584, -4.4483, 1.0386], [0.7402, -3.0909, 1.0872], [0.8832, -3.9723, 1.2016], [-2.4462, 4.5408, -0.8040], [-2.6361, 4.5626, 0.6963], [-2.6539, 3.9296, 0.0279], [3.5198, -2.9875, 2.3874], [2.3260, -3.4598, 2.8995], [2.8076, -2.6183, 2.8698], [0.1398, -2.5558, 3.0609], [-1.2440, -2.5158, 3.6668], [-0.6446, -2.2660, 2.8694], [0.6748, -2.0468, -1.6860], [1.3291, -3.1885, -0.7349], [1.3043, -2.3090, -0.9322], [-3.4587, 2.0386, -1.5084], [-4.0372, 1.3409, -2.6260], [-4.0097, 1.3551, -1.7742], [-2.4488, -3.2127, -0.7615], [-2.3152, -3.1759, 0.7471], [-1.8948, -3.0535, -0.0734], [2.7151, 0.5203, 3.2423], [1.2861, 0.3589, 2.8746], [1.8926, 0.9067, 3.3874], [-2.0315, 1.8697, 1.7892], [-1.6745, 1.2786, 3.1909], [-1.8910, 1.0663, 2.3262], [0.8584, 4.1361, 1.5696], [1.6689, 2.9640, 1.3671], [1.0948, 3.5240, 0.9338], [-2.6723, -2.2861, -3.3396], [-3.8550, -1.9320, -2.4782], [-3.0552, -2.4732, -2.4721]],
  "nbo_charge": [-0.64, -0.38, -0.46, 0.28, -0.27, -0.74, -0.87, 0.23, 0.20, 0.21, 0.21, 0.18, 0.24, 0.26, 0.22, 0.45, 0.48, 0.43, 0.43, 0.43, 0.49, 0.51, -0.98, 0.48, 0.49, -0.99, 0.47, 0.46, -0.90, 0.48, 0.46, -0.94, 0.48, 0.47, -0.96, 0.47, 0.48, -0.95, 0.46, 0.50, -0.96, 0.52, 0.49, -1.02, 0.48, 0.46, -0.93, 0.49, 0.48, -0.97, 0.47, 0.48, -0.92, 0.50, 0.49, -0.97, 0.47, 0.47, -0.94, 0.49, 0.47, -0.96],
  "e_above_lowest_kcal_mol": 178.57,
  "e_tot_ha": -1377.584308,
  "e_lumo_ev": -2.46,
  "largest_force_ev_per_a": 9.2,
  "charge": 1
}

=====

Entry 9:
{
  "formula": "C5H42N2O14",
  "method": "ωB97M-V with the def2-TZVPD basis set",
  "species": ["C", "C", "C", "C", "N", "C", "N", "H", "H", "H", "H", "H", "H", "H", "H", "H", "H", "H", "H", "H", "H", "H", "H", "O", "H", "H", "O", "H", "H", "O", "H", "H", "O", "H", "H", "O", "H", "H", "O", "H", "H", "O", "H", "H", "O", "H", "H", "O", "H", "H", "O", "H", "H", "O", "H", "H", "O", "H", "H", "O", "H", "H", "O"],
  "coordinates": [[1.0747, -2.5390, 1.1028], [2.2700, -1.6683, 1.5074], [2.5236, -0.4492, 0.6333], [1.2783, 0.3415, 0.2169], [0.5980, 0.9289, 1.3792], [-0.5021, 1.8278, 0.9980], [1.0536, -2.9800, -0.3039], [1.0350, -3.4160, 1.7519], [0.1590, -1.9823, 1.3190], [2.1202, -1.3750, 2.5534], [3.1532, -2.3171, 1.5145], [3.1800, 0.2479, 1.1639], [3.0400, -0.7385, -0.2843], [1.5731, 1.1523, -0.4507], [0.6277, -0.2883, -0.4065], [0.2203, 0.1833, 1.9586], [-0.1114, 2.7424, 0.5591], [-1.1542, 1.4269, 0.2155], [-1.0994, 2.0735, 1.8734], [1.4450, -2.2900, -0.9417], [1.5277, -3.8656, -0.4020], [-3.6599, 0.8681, 1.3155], [-3.9295, -0.4151, 0.5316], [-3.4952, 0.4425, 0.4437], [0.1039, 1.9283, 3.0355], [0.8444, 1.7401, 4.3606], [0.0202, 2.0768, 3.9948], [-1.8165, 0.0056, -3.0969], [-1.2046, -1.2021, -2.3431], [-1.0310, -0.5763, -3.0747], [2.1969, 3.3721, -1.6955], [1.6412, 2.9298, -3.0375], [2.3637, 3.4782, -2.6341], [0.6765, -1.3403, -3.1492], [2.1729, -1.0435, -3.4154], [1.5785, -1.6092, -2.8884], [-0.6808, -2.5855, -0.8237], [-1.4382, -1.3057, -0.3110], [-1.5394, -2.1083, -0.8464], [-1.3826, 1.1878, 4.4225], [-1.9755, -0.2225, 4.1700], [-2.2013, 0.6649, 4.5255], [-3.6780, 1.3065, -1.0290], [-4.0053, 2.6996, -1.5621], [-3.6966, 1.8377, -1.8601], [4.9043, 1.6351, -2.3270], [3.8613, 2.5787, -2.9849], [4.5738, 1.9230, -3.1833], [-2.1513, -2.0022, 2.6201], [-1.4308, -2.3549, 3.9742], [-1.5385, -1.6674, 3.3132], [1.3944, 1.1026, -4.1492], [0.0681, 0.9300, -3.3347], [0.7085, 1.5909, -3.6674], [-2.5112, -2.6335, 0.5476], [-3.3503, -3.6869, 1.3864], [-3.0542, -2.7744, 1.3544], [-4.1836, 2.5110, 3.0697], [-3.3211, 1.2586, 3.4686], [-4.0030, 1.5999, 2.8276], [3.6713, 0.7360, -4.0416], [3.4569, -0.0411, -5.3528], [3.0291, 0.1497, -4.5115]],
  "nbo_charge": [-0.22, -0.42, -0.42, -0.20, -0.67, -0.43, -0.90, 0.20, 0.17, 0.20, 0.21, 0.21, 0.21, 0.19, 0.16, 0.36, 0.19, 0.20, 0.20, 0.41, 0.38, 0.52, 0.48, -1.01, 0.50, 0.48, -0.96, 0.51, 0.50, -1.01, 0.47, 0.52, -0.98, 0.49, 0.50, -1.01, 0.52, 0.49, -0.99, 0.50, 0.50, -1.01, 0.50, 0.46, -0.99, 0.48, 0.51, -0.98, 0.52, 0.48, -0.99, 0.50, 0.51, -1.01, 0.51, 0.49, -1.00, 0.48, 0.51, -1.01, 0.51, 0.49, -1.01],
  "e_above_lowest_kcal_mol": 0.00,
  "e_tot_ha": -1378.644732,
  "e_lumo_ev": 0.17,
  "largest_force_ev_per_a": 0.8,
  "charge": 0
}

=====

Entry 10:
{
  "formula": "C5H43N2O14",
  "method": "ωB97M-V with the def2-TZVPD basis set",
  "species": ["C", "N", "C", "C", "N", "C", "C", "H", "H", "H", "H", "H", "H", "H", "H", "H", "H", "H", "H", "H", "H", "H", "H", "H", "O", "H", "H", "O", "H", "H", "O", "H", "H", "O", "H", "H", "O", "H", "H", "O", "H", "H", "O", "H", "H", "O", "H", "H", "O", "H", "H", "O", "H", "H", "O", "H", "H", "O", "H", "H", "O", "H", "H", "O"],
  "coordinates": [[1.0148, -1.5243, 0.7669], [2.4304, -1.1281, 0.7184], [3.3489, -2.2077, 0.3127], [0.2903, -0.1862, 0.4613], [-0.9906, -0.4834, -0.1813], [-0.1621, 2.1266, 1.4951], [0.0386, 0.6503, 1.7566], [0.8461, -2.3775, 0.0527], [0.6855, -1.9795, 1.7514], [2.7410, -0.6851, 1.4954], [4.1938, -2.4449, 0.9284], [3.9171, -1.9887, -0.6348], [2.8906, -3.1666, -0.0068], [0.9239, 0.3848, -0.2326], [-3.1966, -2.1003, 0.9511], [-0.8968, -1.3598, -0.8256], [-1.4019, 0.2412, -0.8840], [-0.7124, 2.4633, 0.5515], [0.7760, 2.6472, 1.4153], [-0.6180, 2.7148, 2.3028], [0.8048, 0.4244, 2.5080], [-0.9651, 0.2944, 2.1295], [-3.9710, 1.5697, -1.9031], [-2.7650, 0.7669, -1.5793], [-3.7378, 0.8140, -1.4140], [-3.6615, -1.4479, -3.3647], [-2.5642, -1.9214, -2.4784], [-3.5196, -2.1720, -2.6583], [-0.4262, 0.2886, -4.7031], [0.4872, 0.2112, -3.6316], [-0.4262, 0.3280, -3.6792], [-0.2485, -2.8420, 3.4539], [-0.4322, -2.1460, 4.7294], [-0.8169, -2.1625, 3.8898], [2.8288, 0.4842, -2.5223], [2.1361, 1.8173, -2.9196], [2.2503, 0.9238, -3.1963], [-1.7226, -0.5780, 0.6165], [-2.5550, -1.4385, 2.3262], [-2.3726, -1.8051, 1.4074], [1.1732, 3.7957, -1.4257], [0.5778, 2.5052, -1.4289], [1.3542, 2.9257, -1.2531], [-1.7206, 2.8450, -2.1939], [-0.8702, 1.5873, -2.5779], [-1.3037, 2.0282, -1.9314], [-4.7361, -0.9073, -0.6559], [-4.4069, -2.2837, -1.0593], [-4.6876, -1.7208, -0.2209], [3.6805, 2.0857, 1.7548], [4.2960, 0.8337, 2.3546], [3.4443, 1.1937, 1.8898], [-0.2594, -4.1664, 1.7684], [0.6255, -4.8966, 2.7704], [0.5202, -4.0087, 2.3016], [2.3365, 4.4683, 2.1537], [1.7237, 4.4467, 3.6467], [1.7089, 4.0111, 2.8125], [-0.7825, -2.6146, -3.1858], [-0.6304, -1.0979, -3.0858], [-0.9410, -1.8983, -2.5737], [2.5813, 3.0289, 0.3910], [3.5815, 4.0877, -0.0386], [3.3368, 3.6153, 0.7221]],
  "nbo_charge": [-0.26, -0.65, -0.43, 0.00, -0.79, -0.63, -0.42, 0.19, 0.22, 0.39, 0.20, 0.17, 0.19, 0.20, 0.53, 0.46, 0.40, 0.19, 0.23, 0.24, 0.25, 0.19, 0.47, 0.46, -0.94, 0.47, 0.48, -0.98, 0.52, 0.52, -0.96, 0.49, 0.47, -0.97, 0.50, 0.50, -0.99, 0.48, 0.52, -1.00, 0.47, 0.48, -0.95, 0.51, 0.49, -0.98, 0.48, 0.50, -0.99, 0.49, 0.47, -0.97, 0.49, 0.49, -0.95, 0.50, 0.48, -0.99, 0.50, 0.49, -0.99, 0.51, 0.48, -0.98],
  "e_above_lowest_kcal_mol": 65.41,
  "e_tot_ha": -1378.866824,
  "e_lumo_ev": -2.97,
  "largest_force_ev_per_a": 5.1,
  "charge": 1
}